Formula: C6H11N4
Source: the Open Molecules 2025 dataset
Level of theory: wB97M-V/def2-TZVPD

Calculated values
Net charge   +1
Kohn-Sham gap (spin up / spin down)   4.0 / 6.9 eV
Spin multiplicity   3
Calculated total energy   -453.73774 a.u.
E_LUMO (spin up / spin down)   -4.25 / -6.51 eV
Strongest force on any atom   9.84 eV/Å
Relative energy (zero: lowest compared OMol25 entry of this formula, charge and spin)   87.5 kcal per mole

Last column: Mulliken spin population.
Cartesian coordinates (Å):
H1 -2.376 -0.406 -0.731  0.052
H2 -1.203 -2.661 -2.126  0.026
N1 -0.722 2.042 1.324  0.078
C1 -0.372 1.870 0.048  -0.060
C2 0.320 2.040 2.108  0.087
H3 1.132 -2.919 -0.874  0.000
H4 2.304 1.676 1.330  0.002
H5 1.157 -1.334 0.508  0.013
N2 -0.439 -0.206 -0.273  0.833
N3 1.333 1.945 1.281  0.017
H6 1.652 -0.139 -0.681  -0.003
N4 0.932 1.930 -0.022  0.204
H7 -1.299 -2.903 -0.250  0.045
H8 -1.704 2.303 1.677  -0.004
C3 0.844 -0.817 -0.374  0.026
C4 0.600 -2.049 -1.254  0.058
H9 0.898 -1.793 -2.241  0.006
C5 -1.357 -0.972 -0.650  0.591
H10 0.345 2.515 3.060  0.003
C6 -0.989 -2.264 -1.096  0.026
H11 -1.056 2.143 -0.765  0.000

=====

Formula: C6H11N4OS
Source: the Open Molecules 2025 dataset
Level of theory: wB97M-V/def2-TZVPD

Calculated values
Net charge   +1
Kohn-Sham gap (spin up / spin down)   6.9 / 6.9 eV
Calculated total energy   -927.33496 a.u.
E_LUMO (spin up / spin down)   -5.00 / -5.00 eV
Strongest force on any atom   3.96 eV/Å
Relative energy (zero: lowest compared OMol25 entry of this formula, charge and spin)   14.2 kcal per mole

Last column: Löwdin charge in e.
Cartesian coordinates (Å):
H1 1.281 1.756 -1.035  0.090
H2 -0.896 1.790 -1.212  0.034
N1 -1.183 -0.761 0.700  0.052
O1 1.297 -0.966 -3.311  0.111
H3 1.990 0.033 1.821  0.110
H4 -0.756 -0.494 1.613  0.180
H5 2.216 1.988 0.477  0.104
S1 -0.053 2.319 0.950  0.936
N2 -0.305 -0.748 -1.702  0.202
C1 1.335 1.485 0.003  -0.306
H6 2.924 -0.515 -1.280  0.232
C2 -2.279 -1.426 0.509  0.145
C3 1.033 -0.757 -2.152  -0.555
H7 -0.893 -1.063 -2.392  0.128
C4 -1.111 1.713 -0.195  -0.368
C5 -0.383 -0.356 -0.343  -0.255
C6 1.081 -0.044 0.040  -0.545
H8 1.799 -1.548 1.225  0.109
H9 -2.590 -1.783 1.506  0.117
H10 -2.173 1.877 0.161  0.080
N3 1.850 -0.550 -1.107  0.150
N4 1.483 -0.610 1.228  0.125
H11 -2.779 -1.825 -0.377  0.124

=====

Formula: C6H11N4P
Source: the Open Molecules 2025 dataset
Level of theory: wB97M-V/def2-TZVPD

Calculated values
Net charge   0
Kohn-Sham gap (spin up / spin down)   7.6 / 6.6 eV
Calculated total energy   -795.45782 a.u.
E_LUMO (spin up / spin down)   -0.45 / -1.34 eV
Strongest force on any atom   3.42 eV/Å
Relative energy (zero: lowest compared OMol25 entry of this formula, charge and spin)   31.4 kcal per mole

Last column: Löwdin charge in e.
Cartesian coordinates (Å):
H1 -3.510 -0.522 -1.279  -0.009
C1 0.760 0.624 -0.973  -0.060
N1 -3.875 0.662 0.408  -0.177
H2 -0.674 -0.675 1.429  0.081
N2 4.305 -0.735 0.384  0.153
N3 -2.584 -0.772 -1.031  -0.177
C2 0.920 -0.701 -1.071  -0.142
C3 2.582 0.987 0.394  -0.016
H3 3.311 1.648 0.757  0.094
H4 2.543 -2.209 -0.708  0.119
P1 -2.186 0.500 0.029  0.633
H5 4.824 -0.125 0.978  0.033
C4 2.135 -1.178 -0.556  0.002
H6 -4.115 0.686 1.394  0.035
H7 -1.932 -0.803 -1.763  -0.033
H8 -4.244 1.347 -0.152  -0.022
H9 1.076 2.365 0.221  0.076
N4 -1.658 -0.224 1.403  -0.222
C5 1.362 1.449 -0.123  -0.110
H10 -2.340 -0.791 1.904  0.033
C6 3.099 -0.293 0.113  -0.404
H11 0.200 -1.241 -1.758  0.114

=====

Formula: C6H11N5
Source: the Open Molecules 2025 dataset
Level of theory: wB97M-V/def2-TZVPD

Calculated values
Net charge   +2
Kohn-Sham gap   9.0 eV
Calculated total energy   -508.30390 a.u.
E_LUMO   -6.11 eV
Strongest force on any atom   6.17 eV/Å
Relative energy (zero: lowest compared OMol25 entry of this formula, charge and spin)   64.0 kcal per mole

Last column: Löwdin charge in e.
Cartesian coordinates (Å):
C1 4.264 1.584 0.119  0.028
C2 -8.572 -1.370 0.443  0.175
N1 5.300 0.791 -0.081  -0.074
H1 6.705 -3.368 -0.877  0.171
H2 -10.213 -0.300 1.101  0.239
N2 6.179 -2.635 -0.378  0.354
H3 -8.458 -2.098 1.212  0.115
H4 4.413 2.673 -0.030  0.164
H5 -9.288 0.520 -1.516  0.154
C3 5.641 -1.606 -0.168  0.041
C4 3.202 0.747 0.556  -0.067
N3 3.565 -0.510 0.557  0.160
H6 7.342 0.759 0.663  0.170
C5 4.875 -0.557 0.085  -0.246
N4 -9.674 0.538 -0.562  0.120
H7 2.253 0.970 0.854  0.094
H8 -10.638 0.849 -0.476  0.138
H9 -7.859 -1.366 -0.390  0.127
H10 7.017 1.127 -1.230  0.127
H11 6.759 2.368 -0.037  0.053
C6 6.669 1.358 -0.165  0.026
N5 -9.481 -0.472 0.319  -0.067

=====

Formula: C6H11N5PV
Source: the Open Molecules 2025 dataset
Level of theory: wB97M-V/def2-TZVPD

Calculated values
Net charge   0
Kohn-Sham gap (spin up / spin down)   5.3 / 5.1 eV
Spin multiplicity   3
Calculated total energy   -1794.04231 a.u.
E_LUMO (spin up / spin down)   -0.47 / -0.70 eV
Strongest force on any atom   3.06 eV/Å
Relative energy (zero: lowest compared OMol25 entry of this formula, charge and spin)   57.2 kcal per mole

Last column: Mulliken spin population.
Cartesian coordinates (Å):
H1 0.835 -4.595 -0.827  0.002
V1 0.641 -1.630 0.517  1.945
C1 1.618 -0.213 3.009  0.028
N1 -0.530 0.120 2.848  0.021
H2 -0.570 3.927 -1.580  -0.001
H3 -1.078 -0.402 -1.115  -0.013
N2 0.563 -0.542 2.275  0.033
C2 -0.645 0.598 -1.193  0.014
H4 -1.752 1.196 4.661  0.000
N3 -0.001 0.748 3.885  0.013
H5 -1.248 -3.888 -1.000  -0.012
C3 0.914 2.335 -1.112  0.001
C4 0.747 0.911 -0.916  -0.005
H6 -2.330 1.906 -1.913  0.000
H7 2.621 -0.539 2.807  -0.008
H8 1.540 0.157 -0.724  0.003
H9 1.843 2.883 -0.979  0.000
C5 -1.301 1.821 -1.582  0.001
N4 1.330 0.590 4.065  -0.005
C6 -0.363 2.877 -1.413  -0.008
P1 -0.168 -3.930 -0.038  -0.018
H10 -0.536 -4.986 0.832  0.006
H11 -0.427 1.335 5.723  0.000
N5 -0.781 1.484 4.788  0.002

=====

Formula: C6H11NO
Source: the Open Molecules 2025 dataset
Level of theory: wB97M-V/def2-TZVPD

Calculated values
Net charge   0
Kohn-Sham gap   9.4 eV
Calculated total energy   -365.08288 a.u.
E_LUMO   0.50 eV
Strongest force on any atom   4.31 eV/Å
Relative energy (zero: lowest compared OMol25 entry of this formula, charge and spin)   93.2 kcal per mole

Last column: Löwdin charge in e.
Cartesian coordinates (Å):
O1 -0.518 -1.428 1.497  -0.005
C1 1.137 -0.120 0.259  -0.208
H1 -2.100 -0.052 -0.548  0.122
N1 -0.303 -1.726 -0.879  0.101
H2 0.197 -2.044 1.697  0.096
C2 -1.039 2.780 -0.530  -0.014
H3 0.388 -2.463 -0.780  0.074
H4 0.629 1.070 -0.721  0.176
C3 -1.285 0.321 0.081  -0.145
C4 -0.239 -0.810 0.235  -0.607
H5 3.160 -0.575 0.751  0.054
H6 2.514 -1.430 -0.736  0.055
H7 -0.447 3.559 -0.991  0.050
H8 1.091 0.642 1.048  0.122
H9 -1.641 0.577 1.081  0.126
C5 -0.679 1.519 -0.558  -0.177
H10 -1.220 -2.152 -0.935  0.084
C6 2.323 -0.773 0.099  0.036
H11 -1.967 3.105 -0.067  0.061

=====

Formula: C6H11NO
Source: the Open Molecules 2025 dataset
Level of theory: wB97M-V/def2-TZVPD

Calculated values
Net charge   0
Kohn-Sham gap   9.8 eV
Calculated total energy   -365.12300 a.u.
E_LUMO   0.85 eV
Strongest force on any atom   4.62 eV/Å
Relative energy (zero: lowest compared OMol25 entry of this formula, charge and spin)   68.1 kcal per mole

Last column: Löwdin charge in e.
Cartesian coordinates (Å):
O1 0.348 -1.713 0.379  -0.008
H1 -0.675 -1.129 -2.186  0.141
C1 0.960 0.535 -0.562  -0.247
C2 1.605 -1.384 0.317  -0.271
C3 -1.257 -0.111 1.209  -0.041
N1 2.000 -0.268 -0.082  0.057
H2 -0.631 0.162 1.994  0.050
H3 -2.156 -0.102 -1.319  0.091
H4 1.012 0.761 -1.659  0.123
C4 -0.516 -0.603 0.005  -0.395
H5 -1.757 -1.093 1.678  0.135
H6 2.041 2.434 -0.016  0.051
C5 1.079 1.975 0.067  -0.074
H7 2.278 -2.014 0.911  0.141
H8 -1.902 -1.723 -0.978  0.034
H9 0.310 2.733 -0.503  0.123
H10 0.758 1.873 1.057  0.022
H11 -2.125 0.549 0.923  0.105
C6 -1.371 -0.883 -1.235  -0.038

=====

Formula: C6H11NO
Source: the Open Molecules 2025 dataset
Level of theory: wB97M-V/def2-TZVPD

Calculated values
Net charge   0
Kohn-Sham gap   4.3 eV
Calculated total energy   -364.85216 a.u.
E_LUMO   -3.03 eV
Strongest force on any atom   2.66 eV/Å
Relative energy (zero: lowest compared OMol25 entry of this formula, charge and spin)   238.0 kcal per mole

Last column: Löwdin charge in e.
Cartesian coordinates (Å):
C1 -0.087 0.581 -0.253  -0.325
O1 2.165 -1.570 -1.044  -0.376
C2 -0.689 0.278 1.007  0.016
H1 0.434 -1.196 3.949  0.076
H2 -1.643 0.701 1.294  0.139
C3 -0.083 -0.524 3.284  0.119
H3 -1.725 0.727 -1.878  0.110
H4 2.964 -1.826 -1.522  -0.086
H5 0.185 -1.579 -0.321  0.055
H6 -1.266 2.509 -0.631  0.115
H7 -0.862 0.104 3.716  0.075
H8 1.112 -0.687 1.625  0.127
C4 -0.111 -0.801 -0.999  -0.075
C5 0.145 -0.304 1.969  -0.147
H9 -1.095 -1.054 -1.409  0.088
C6 -0.846 1.631 -1.160  -0.214
H10 0.941 0.953 -0.284  0.163
H11 0.618 -0.637 -1.807  0.092
N1 -1.047 1.418 -2.421  0.049

=====

Formula: C6H11NO
Source: the Open Molecules 2025 dataset
Level of theory: wB97M-V/def2-TZVPD

Calculated values
Net charge   0
Kohn-Sham gap   8.8 eV
Calculated total energy   -365.09511 a.u.
E_LUMO   1.01 eV
Strongest force on any atom   3.43 eV/Å
Relative energy (zero: lowest compared OMol25 entry of this formula, charge and spin)   85.6 kcal per mole

Last column: Löwdin charge in e.
Cartesian coordinates (Å):
H1 -1.047 -1.767 -0.494  0.097
C1 -0.658 1.293 0.140  -0.164
H2 -0.588 1.896 1.057  0.112
C2 0.989 -0.237 1.131  -0.177
H3 1.858 1.078 -1.516  0.082
O1 -2.200 -0.611 0.791  -0.097
C3 0.530 0.373 0.031  -0.339
C4 -1.995 0.588 0.159  -0.178
H4 -2.883 1.217 0.149  0.128
C5 -1.864 -1.060 -0.464  -0.059
H5 0.463 -0.106 2.069  0.124
N1 2.062 -1.116 1.208  0.053
H6 1.735 -0.690 -1.431  0.067
H7 2.508 -1.174 2.109  0.078
H8 -0.644 2.002 -0.694  0.116
C6 1.176 0.243 -1.323  -0.062
H9 2.726 -1.076 0.450  0.069
H10 -2.589 -1.100 -1.263  0.073
H11 0.420 0.249 -2.109  0.077

=====

Formula: C6H11NO
Source: the Open Molecules 2025 dataset
Level of theory: wB97M-V/def2-TZVPD

Calculated values
Net charge   0
Kohn-Sham gap   8.6 eV
Calculated total energy   -365.09879 a.u.
E_LUMO   0.97 eV
Strongest force on any atom   1.63 eV/Å
Relative energy (zero: lowest compared OMol25 entry of this formula, charge and spin)   83.3 kcal per mole

Last column: Löwdin charge in e.
Cartesian coordinates (Å):
H1 0.832 1.322 -1.795  0.090
H2 -1.336 -2.439 -0.680  0.080
C1 1.711 -0.570 0.597  -0.120
N1 1.154 1.152 0.294  -0.010
H3 1.943 2.514 -1.057  0.072
C2 -1.938 0.324 -0.354  -0.061
H4 2.206 0.452 2.040  0.126
H5 -1.935 -2.148 0.945  0.078
C3 0.394 0.003 0.475  -0.303
C4 -0.797 -0.520 0.137  -0.298
H6 -0.227 -2.539 0.688  0.073
H7 -2.267 0.010 -1.352  0.082
H8 0.208 2.662 -0.816  0.071
C5 -1.077 -1.989 0.284  -0.065
C6 1.026 1.939 -0.904  -0.131
H9 -2.799 0.209 0.313  0.080
H10 -1.671 1.376 -0.407  0.060
O1 2.506 -0.401 1.652  0.028
H11 2.067 -1.358 -0.062  0.150